No. 1
{"formula": "C6H11NO", "method": "ωB97M-V with the def2-TZVPD basis set", "charge": 0, "e_above_lowest_ev": 4.974, "energy_ha": -365.0487, "e_lumo_ha": [-0.0046, -0.0046], "homo_ev": [-8.12, -8.12], "elements": ["C", "C", "C", "C", "C", "C", "N", "O", "H", "H", "H", "H", "H", "H", "H", "H", "H", "H", "H"], "xyz": [[-0.823300, -2.059230, -0.851800], [2.412130, -0.139471, 0.098579], [0.136301, 1.848381, 0.312265], [-1.095664, 0.703824, -0.177008], [-0.135972, -0.822157, -0.417743], [0.988640, -0.357486, -0.109967], [-1.871348, 0.536820, 1.031955], [-1.684559, 1.078095, -1.207240], [-1.358882, 0.082098, 1.779149], [-2.717445, 0.020069, 0.814838], [-1.540720, -1.791040, -1.631065], [-1.391908, -2.490854, -0.023814], [-0.135469, -2.808959, -1.243722], [2.814831, 0.608965, -0.587198], [2.637553, 0.163906, 1.123045], [2.925316, -1.088884, -0.095116], [-0.582746, 2.663261, 0.421551], [0.631895, 1.734752, 1.279229], [0.791345, 2.117910, -0.515938]], "forces_ev_per_angstrom": [[-0.612, 0.284, -0.158], [0.018, 0.639, 0.194], [-2.532, -0.591, -0.663], [1.136, 4.861, 1.369], [2.815, -0.206, 0.553], [-1.646, -2.467, -1.053], [0.219, -0.889, -0.408], [0.484, -1.459, 0.086], [-0.041, 0.005, -0.044], [-0.045, -0.031, 0.082], [-0.007, -0.053, 0.002], [0.084, 0.042, -0.032], [0.030, 0.143, 0.103], [-0.033, -0.051, 0.051], [-0.007, -0.019, -0.074], [-0.201, 0.043, -0.010], [0.234, 0.323, 0.092], [0.040, -0.310, -0.125], [0.066, -0.264, 0.035]], "nbo_charge": [-0.64, -0.70, -0.76, 0.61, -0.11, 0.28, -0.84, -0.68, 0.36, 0.37, 0.25, 0.23, 0.23, 0.25, 0.24, 0.26, 0.24, 0.20, 0.21]}

=====

No. 2
{"formula": "C6H11NO", "method": "ωB97M-V with the def2-TZVPD basis set", "charge": 0, "e_above_lowest_ev": 1.840, "energy_ha": -365.1639, "e_lumo_ha": 0.0342, "smiles": "C/C=C(N)\\C(C)=C/O", "homo_ev": -7.72, "elements": ["C", "C", "C", "C", "N", "C", "C", "O", "H", "H", "H", "H", "H", "H", "H", "H", "H", "H", "H"], "xyz": [[1.010948, -1.299050, 1.540978], [-0.585781, -0.250074, -2.161600], [-0.733613, 0.157908, 0.369793], [0.652583, -0.158559, 0.636078], [-1.591433, 0.292389, 1.457296], [1.568097, 0.542192, -0.085864], [-1.119745, 0.398040, -0.918477], [1.505119, 1.835661, -0.513056], [0.578798, 2.114575, -0.499073], [-2.521979, 0.615620, 1.241777], [-1.196128, 0.699204, 2.291315], [2.599922, 0.210461, -0.140218], [-2.078068, 0.892672, -1.068222], [2.075381, -1.524154, 1.478690], [0.758148, -1.066249, 2.576562], [0.459802, -2.199582, 1.267307], [-1.335783, -0.917644, -2.594537], [-0.351085, 0.496492, -2.923921], [0.304819, -0.839902, -1.954826]], "forces_ev_per_angstrom": [[0.090, -0.274, -0.459], [0.295, 0.340, 0.013], [-0.563, 1.114, -0.788], [0.813, -0.003, -1.068], [-0.012, 0.035, 0.026], [0.553, 0.068, 1.849], [-0.735, -0.452, 0.713], [-0.325, -0.612, -0.729], [-0.142, -0.071, -0.025], [0.034, 0.000, 0.043], [-0.044, 0.053, -0.042], [0.038, -0.023, 0.186], [-0.197, -0.163, 0.174], [0.039, 0.044, 0.110], [0.068, 0.016, 0.021], [-0.042, -0.087, 0.071], [-0.054, 0.049, 0.048], [0.131, -0.074, -0.074], [0.055, 0.042, -0.070]], "nbo_charge": [-0.61, -0.63, 0.16, -0.19, -0.81, 0.20, -0.31, -0.68, 0.49, 0.38, 0.37, 0.17, 0.18, 0.22, 0.21, 0.21, 0.21, 0.21, 0.22]}

=====

No. 3
{"formula": "C6H11NO", "method": "ωB97M-V with the def2-TZVPD basis set", "charge": 0, "e_above_lowest_ev": 2.790, "energy_ha": -365.1290, "e_lumo_ha": 0.0306, "smiles": "CCc1cc[nH]c1.O", "homo_ev": -7.95, "elements": ["C", "C", "C", "C", "N", "C", "C", "H", "H", "H", "H", "H", "H", "H", "H", "H", "H", "H", "O"], "xyz": [[3.074994, -0.335907, 0.335719], [1.639199, -0.825027, -0.114279], [0.527970, 0.165790, -0.011740], [-0.003285, 0.709920, 1.175227], [-0.924772, 1.784113, 0.958664], [-0.851516, 2.013236, -0.466402], [-0.259308, 0.845335, -1.081228], [2.988629, 0.621052, 0.872875], [3.664789, -1.102265, 0.770867], [3.723704, -0.084453, -0.599249], [1.780694, -1.353768, -0.969115], [1.592989, -1.594190, 0.587996], [0.044680, 0.245765, 2.157141], [-1.232998, 2.514975, 1.612335], [-1.286132, 2.865576, -1.088119], [-0.157156, 0.581663, -2.038946], [-2.132705, -2.717495, -0.743755], [-3.330009, -3.172918, -1.547964], [-2.993925, -3.091602, -0.593563]], "forces_ev_per_angstrom": [[0.177, 2.293, -3.412], [1.415, 1.515, 2.713], [-2.996, 1.823, 0.242], [-0.303, -0.101, -0.149], [2.108, -0.279, -3.222], [-0.771, -2.441, -1.050], [1.278, 3.017, 6.373], [0.272, -0.679, 0.303], [0.148, -0.601, 1.070], [-1.166, -0.110, 1.307], [-0.218, -0.969, -3.106], [-1.331, -1.439, 1.444], [0.292, 0.466, -0.067], [0.546, -0.939, -0.413], [0.268, -1.280, 1.644], [0.276, -0.304, -3.691], [0.712, 0.352, 0.185], [0.514, 0.089, 2.188], [-1.221, -0.412, -2.357]], "nbo_charge": [-0.59, -0.44, -0.09, -0.08, -0.55, -0.07, -0.28, 0.22, 0.21, 0.19, 0.21, 0.21, 0.21, 0.42, 0.22, 0.20, 0.47, 0.46, -0.93]}

=====

Which largest force on an atom belongs to each record? In order, 5.18 1.93 7.17 eV Å⁻¹.